Computed, not measured: a cluster of 2 separate species, C25H29BO4 in total at a distorted geometry, with ωB97M-V with the def2-TZVPD basis set.

Each line ends with the Mulliken charge.
Positions of all 59 atoms, in Å:
C 8.44 -1.09 0.47  -1.1907
C 7.35 -0.12 0.48  0.3373
C 7.37 1.26 0.49  -0.5552
C 6.00 1.66 0.50  -0.6839
C 5.22 0.51 0.51  0.5306
B 3.62 0.27 0.45  0.5139
O 3.28 -0.48 1.66  -0.4439
C 1.89 -0.64 1.62  -0.7821
C 1.33 0.04 0.32  1.4228
C -0.14 -0.11 0.25  -2.1874
C 2.02 -0.62 -0.93  -0.7712
O 3.41 -0.45 -0.82  -0.4516
C 1.72 1.56 0.36  -0.7904
O 3.11 1.66 0.43  -0.3136
O 6.05 -0.58 0.49  -0.4159
H 9.38 -0.54 0.47  0.3097
H 8.41 -1.74 1.35  0.2671
H 8.41 -1.71 -0.44  0.2652
H 8.25 1.90 0.48  0.3810
H 5.62 2.68 0.50  0.5190
H 1.65 -1.72 1.62  0.3234
H 1.44 -0.16 2.52  0.3514
H -0.53 0.37 -0.66  0.4857
H -0.34 -1.19 0.21  0.2404
H -0.53 0.39 1.15  0.3614
H 1.78 -1.70 -0.95  0.3059
H 1.65 -0.14 -1.85  0.3445
H 1.35 2.07 -0.55  0.3252
H 1.27 2.04 1.25  0.3025
C -4.77 4.67 1.26  -1.4484
C -4.17 3.30 1.10  1.0741
C -4.11 2.42 2.19  -0.7303
C -3.52 1.17 2.06  -0.5020
C -2.98 0.75 0.82  0.9007
C -2.30 -0.54 0.65  -0.7340
C -2.84 -1.48 -0.33  0.8800
C -2.31 -2.79 -0.40  -0.5706
C -2.66 -3.66 -1.41  -0.7966
C -3.60 -3.29 -2.39  1.1502
C -3.93 -4.23 -3.51  -1.4217
C -4.21 -2.04 -2.29  -1.1001
C -3.87 -1.16 -1.26  -0.3456
C -3.10 1.62 -0.28  -0.4712
C -3.67 2.88 -0.14  -0.9307
H -4.60 5.27 0.36  0.3556
H -5.85 4.62 1.43  0.3221
H -4.32 5.19 2.11  0.3685
H -4.53 2.74 3.14  0.3970
H -3.47 0.50 2.92  0.4368
H -2.01 -1.03 1.60  0.5601
H -1.59 -3.10 0.36  0.4510
H -2.21 -4.66 -1.47  0.3944
H -4.69 -3.79 -4.17  0.3449
H -3.04 -4.44 -4.12  0.3355
H -4.31 -5.19 -3.15  0.3472
H -4.96 -1.76 -3.03  0.2932
H -4.41 -0.22 -1.20  0.6164
H -2.75 1.29 -1.26  0.5172
H -3.73 3.55 -1.00  0.3051

Relative energy (zero: lowest compared OMol25 entry of this formula, charge and spin): 0.0 kJ/mol
2S+1: 1
Max |F|: 4.7 eV/Å
Orbital gap: 2.242 eV

---

Computed, not measured: a cluster of 4 separate species, C25H29BrF3N2 in total at a distorted geometry, with ωB97M-V with the def2-TZVPD basis set.

Each line ends with the Mulliken charge.
Positions of all 60 atoms, in Å:
C 4.60 -1.10 1.83  -0.8238
C 3.68 -1.68 1.10  -0.1155
C 2.21 -1.74 1.53  -1.0938
C 1.47 -0.39 1.24  1.7001
F 2.36 0.44 0.59  -0.3511
C 0.97 0.33 2.51  -1.3669
N 0.06 1.39 1.92  0.5129
F 0.68 2.58 2.20  -0.1694
C -0.26 1.09 0.48  -1.0383
N 0.21 1.98 -0.56  -0.3552
C 0.15 -0.43 0.42  0.1884
F 0.24 -0.96 -0.80  -0.3334
Br -1.39 -1.33 1.23  -0.0199
H 5.65 -1.22 1.60  0.3351
H 4.23 -0.47 2.64  0.1650
H 3.94 -2.13 0.14  0.3655
H 1.71 -2.55 0.99  0.3130
H 2.20 -1.96 2.60  0.3730
H 1.72 0.80 3.15  0.4033
H 0.47 -0.43 3.13  0.4674
H -0.81 1.45 2.47  0.4898
H -1.36 1.15 0.42  0.6207
H 0.80 1.41 -1.18  0.4070
H 0.85 2.70 -0.21  0.2008
C -1.29 2.84 -5.92  -0.4216
C -2.19 1.83 -6.23  -0.4138
C -2.62 0.95 -5.25  -0.4859
C -2.16 1.08 -3.95  -0.4866
C -1.26 2.09 -3.63  0.2387
C -0.82 2.96 -4.62  -0.5909
H -0.95 3.53 -6.68  0.3750
H -2.56 1.74 -7.25  0.3694
H -3.32 0.16 -5.51  0.3767
H -2.50 0.39 -3.19  0.3866
H -0.90 2.19 -2.62  0.2176
H -0.12 3.75 -4.37  0.3726
C 2.98 -5.36 1.28  -0.2732
C 2.02 -6.31 0.95  -0.4657
C 1.56 -7.19 1.92  -0.3902
C 2.04 -7.12 3.22  -0.4021
C 3.00 -6.16 3.55  -0.4579
C 3.47 -5.29 2.58  -0.3481
H 3.35 -4.67 0.53  0.4398
H 1.64 -6.36 -0.06  0.3805
H 0.82 -7.93 1.66  0.3757
H 1.68 -7.80 3.97  0.3717
H 3.38 -6.11 4.56  0.3765
H 4.22 -4.55 2.84  0.4180
C -3.94 3.58 -0.88  -0.5199
C -4.92 4.40 -0.35  -0.4542
C -4.64 5.19 0.76  -0.4412
C -3.38 5.17 1.33  -0.5088
C -2.39 4.35 0.80  -0.4910
C -2.67 3.55 -0.30  0.6303
H -4.15 2.96 -1.74  0.4342
H -5.90 4.42 -0.80  0.3868
H -5.42 5.82 1.18  0.3757
H -3.16 5.79 2.20  0.3801
H -1.40 4.33 1.25  0.4107
H -1.90 2.91 -0.72  -0.0405

Net charge: +1
2S+1: 1
Max |F|: 2.5 eV/Å
Orbital gap: 7.664 eV

---

Computed, not measured: a structure of composition C25H29HfN9, with ωB97M-V with the def2-TZVPD basis set.

Each line ends with the Mulliken charge.
Positions of all 64 atoms, in Å:
Hf -0.42 0.24 -0.05  1.1920
C 0.82 -1.09 2.58  -0.6346
C 1.10 0.39 2.69  -0.8896
N -0.03 1.16 2.06  -0.3434
C -1.26 1.23 2.90  -1.3325
C -2.29 0.21 2.51  0.9257
C -3.28 -0.20 3.37  -1.0745
C -4.21 -1.13 2.94  -0.7239
C -4.11 -1.65 1.65  -0.8696
C -3.10 -1.21 0.83  0.6980
C -2.92 -1.71 -0.57  -1.5053
N -1.46 -1.65 -0.95  -0.5041
C -0.68 -2.86 -0.46  -0.8364
C -0.20 -2.70 0.97  -0.7448
N 0.60 -1.44 1.14  -0.2738
N -2.20 -0.28 1.25  1.6991
H -0.09 -1.37 3.13  0.3644
H 1.64 -1.67 3.01  0.5609
H 2.01 0.66 2.16  0.4186
H 1.22 0.67 3.74  0.5303
H 0.30 2.11 1.96  0.4162
H -1.69 2.23 2.78  0.4678
H -1.00 1.13 3.96  0.5496
H -3.32 0.19 4.38  0.6152
H -5.00 -1.47 3.60  0.4932
H -4.81 -2.40 1.30  0.6155
H -3.46 -1.07 -1.28  0.4490
H -3.30 -2.72 -0.69  0.5867
H -1.46 -1.69 -1.97  0.2151
H 0.17 -2.98 -1.13  0.3170
H -1.30 -3.75 -0.55  0.5609
H 0.39 -3.57 1.26  0.6339
H -1.04 -2.64 1.66  0.3609
H 1.52 -1.61 0.73  0.4480
N 2.20 -1.68 -3.35  0.0840
C 1.13 -1.27 -2.72  -0.6384
N 1.13 -0.39 -1.71  -0.3715
C 2.36 0.26 -1.45  0.5559
N 2.38 1.36 -0.76  -1.4452
N 1.05 1.76 -0.55  0.7897
C 0.74 2.99 -0.68  -0.0878
C -0.69 3.32 -0.56  0.6439
C -1.16 4.61 -0.67  -1.0203
C -2.54 4.83 -0.62  -0.2988
C -3.38 3.75 -0.44  -1.0232
C -2.84 2.48 -0.32  0.1698
N -1.52 2.24 -0.38  -0.3006
C 3.59 -0.29 -1.98  0.6435
C 4.85 0.18 -1.60  -0.6170
C 5.98 -0.35 -2.21  -0.8425
C 5.86 -1.32 -3.21  -0.4894
C 4.62 -1.78 -3.61  -0.9476
C 3.50 -1.26 -2.98  0.4682
H 2.09 -2.31 -4.13  0.3337
H 0.20 -1.69 -3.08  0.5804
H 1.49 3.74 -0.95  0.5852
H -0.47 5.43 -0.82  0.5306
H -2.94 5.83 -0.71  0.5000
H -4.46 3.87 -0.41  0.4785
H -3.48 1.62 -0.17  0.4226
H 4.94 0.95 -0.85  0.5332
H 6.96 0.00 -1.92  0.4669
H 6.75 -1.71 -3.69  0.4576
H 4.53 -2.52 -4.40  0.4531

Net charge: +4
2S+1: 1
Max |F|: 0.6 eV/Å
Orbital gap: 6.506 eV

---

Computed, not measured: a structure of composition C25H29IN5O3SV, with ωB97M-V with the def2-TZVPD basis set.

Each line ends with the Löwdin spin population.
Positions of all 65 atoms, in Å:
V -0.11 -0.68 -0.30  2.7781
O 1.10 0.02 7.88  0.0002
C 0.14 -0.36 7.00  0.0010
O -0.94 -0.70 7.40  0.0015
C 0.50 -0.32 5.55  0.0052
C 1.50 0.48 5.01  -0.0003
C 1.72 0.53 3.65  0.0042
C 0.94 -0.23 2.76  0.0050
C -0.04 -1.08 3.33  0.0082
C -0.26 -1.11 4.69  0.0001
N 1.03 -0.19 1.40  0.0213
C 2.22 0.12 0.79  0.0063
C 3.05 -0.39 -1.48  0.0019
C 4.40 -0.18 -1.24  0.0009
C 5.22 -0.05 -2.35  0.0000
C 4.66 -0.14 -3.62  0.0010
C 3.30 -0.37 -3.72  0.0001
N 2.50 -0.49 -2.67  0.0039
H 1.95 0.12 7.43  0.0000
H 2.09 1.12 5.65  -0.0002
H 2.46 1.22 3.26  0.0005
H -0.57 -1.75 2.66  0.0035
H -1.02 -1.75 5.11  0.0000
H 3.12 -0.16 1.35  0.0005
H 4.80 -0.16 -0.24  0.0001
H 6.28 0.11 -2.22  0.0000
H 5.27 -0.04 -4.50  0.0001
H 2.83 -0.47 -4.69  0.0000
O 2.14 -0.58 -0.45  0.0181
N 2.45 1.61 0.46  0.0072
C 3.58 2.16 1.00  0.0013
C 3.89 3.47 0.85  0.0043
C 3.01 4.27 0.11  0.0024
C 1.88 3.72 -0.43  0.0027
C 1.57 2.35 -0.26  0.0084
S 0.16 1.74 -1.00  0.0109
H 4.20 1.48 1.56  0.0001
H 4.79 3.86 1.29  0.0003
H 3.22 5.32 -0.04  0.0001
H 1.19 4.31 -1.01  -0.0003
C -3.57 0.98 2.09  0.0011
C -2.19 0.81 1.43  0.0070
N -2.27 -0.17 0.32  0.0240
C -3.00 -1.37 0.78  0.0076
C -4.48 -1.03 1.03  0.0014
N -4.59 0.46 1.11  0.0003
C -4.34 1.06 -0.24  0.0008
C -3.04 0.45 -0.78  0.0077
H -3.81 2.03 2.30  0.0001
H -3.67 0.40 3.00  0.0000
H -1.47 0.47 2.17  0.0018
H -1.82 1.75 1.01  0.0004
H -2.52 -1.72 1.69  0.0015
H -2.91 -2.14 0.02  0.0011
H -4.85 -1.45 1.96  0.0001
H -5.12 -1.35 0.21  0.0001
H -5.52 0.72 1.43  0.0001
H -4.28 2.14 -0.10  0.0000
H -5.20 0.84 -0.87  0.0001
H -2.44 1.22 -1.26  0.0020
H -3.24 -0.33 -1.52  0.0006
I -1.11 -2.33 -2.44  0.0376
C -0.33 -2.81 -0.39  -0.0008
H -1.07 -3.51 -0.01  0.0034
H 0.56 -3.40 -0.63  0.0036

Relative energy (zero: lowest compared OMol25 entry of this formula, charge and spin): 0.0 kJ/mol
Net charge: +1
2S+1: 4
Max |F|: 0.1 eV/Å
Orbital gap (spin up / spin down): 6.305 / 7.263 eV

---

Computed, not measured: a structure of composition C25H29N2RuS2Te, with ωB97M-V with the def2-TZVPD basis set.

Each line ends with the Mulliken charge.
Positions of all 60 atoms, in Å:
Ru -0.14 0.57 0.40  0.3988
C -2.50 -1.48 0.02  -1.9291
N -1.11 -1.27 -0.47  1.8688
C -1.17 -1.04 -1.95  -1.2218
C -0.96 0.42 -2.29  -0.6430
N 0.27 0.93 -1.63  0.7973
C 1.48 0.19 -2.09  -1.0333
C 0.48 2.36 -1.89  -0.6033
C 0.43 2.86 -3.19  -0.2730
C 0.70 4.20 -3.42  -1.0039
C 1.03 5.03 -2.35  -0.5631
C 1.09 4.52 -1.07  -0.6216
C 0.82 3.18 -0.82  1.0877
S 0.91 2.53 0.82  -0.2426
C -0.33 -2.47 -0.16  -1.0988
C -0.67 -3.71 -0.67  -0.2706
C 0.09 -4.82 -0.36  -0.9152
C 1.19 -4.71 0.47  -0.6669
C 1.54 -3.47 0.99  -0.7161
C 0.78 -2.35 0.67  1.3561
S 1.27 -0.76 1.28  -0.2949
H -2.93 -2.37 -0.43  0.3845
H -3.10 -0.61 -0.24  0.5619
H -2.49 -1.59 1.10  0.1935
H -2.13 -1.36 -2.35  0.4173
H -0.40 -1.65 -2.42  0.6077
H -1.79 1.05 -1.96  0.4543
H -0.89 0.50 -3.38  0.4781
H 1.52 0.20 -3.18  0.3190
H 1.47 -0.84 -1.73  0.3561
H 2.36 0.69 -1.68  0.3023
H 0.19 2.21 -4.02  0.3385
H 0.65 4.59 -4.43  0.4059
H 1.25 6.07 -2.53  0.4027
H 1.35 5.17 -0.24  0.4411
H -1.54 -3.81 -1.32  0.4254
H -0.19 -5.79 -0.77  0.4286
H 1.79 -5.58 0.71  0.4152
H 2.40 -3.37 1.63  0.4777
C -6.87 -2.02 3.58  -1.5350
C -5.67 -1.23 3.15  0.5456
C -4.41 -1.50 3.67  -0.9268
C -3.29 -0.77 3.30  0.8760
C -1.95 -1.10 3.91  -1.5415
C -3.44 0.26 2.36  -0.0305
Te -1.81 1.54 1.98  0.3393
C -4.70 0.55 1.81  1.2969
C -4.96 1.64 0.80  -1.8646
C -5.79 -0.21 2.23  -0.7916
H -6.60 -2.82 4.27  0.3502
H -7.37 -2.47 2.72  0.3509
H -7.60 -1.38 4.08  0.3570
H -4.29 -2.30 4.39  0.3035
H -2.07 -1.87 4.68  0.4134
H -1.50 -0.22 4.38  0.3721
H -1.23 -1.47 3.18  0.1428
H -4.05 2.03 0.34  0.2437
H -5.47 2.48 1.26  0.4193
H -5.60 1.27 0.00  0.4073
H -6.77 0.01 1.81  0.4505

Net charge: +1
2S+1: 1
Max |F|: 0.8 eV/Å
Orbital gap: 5.715 eV

---

Computed, not measured: an isolated molecule of C25H29N3O3, with ωB97M-V with the def2-TZVPD basis set.

Each line ends with the Mulliken charge.
Positions of all 60 atoms, in Å:
C 1.32 7.69 1.51  -1.1302
C 1.07 7.01 2.85  -0.3087
H 0.23 7.49 3.37  0.3400
H 1.96 7.03 3.48  0.3272
O 0.76 5.62 2.68  -0.3287
C -0.50 5.31 2.37  -0.0822
O -1.38 6.12 2.26  -0.6175
C -0.68 3.82 2.20  0.6928
C -0.35 3.07 3.49  -0.8709
C -0.50 1.57 3.27  -0.8120
N 0.40 1.13 2.22  0.2906
C 0.06 1.77 0.97  -0.6121
C 0.23 3.28 1.09  -1.1195
H 1.27 3.51 1.34  0.3256
H -0.01 3.76 0.14  0.4061
H -0.98 1.54 0.66  0.3271
H 0.73 1.39 0.20  0.4225
C 0.40 -0.32 2.08  -1.1708
C 1.54 -0.76 1.22  0.4302
C 2.84 -0.32 1.31  -1.1028
N 3.52 -0.89 0.29  0.6617
N 2.74 -1.65 -0.46  -0.9128
C 1.53 -1.60 0.08  0.4749
C 0.41 -2.32 -0.51  0.2694
C -0.55 -2.96 0.28  -0.4700
C -1.60 -3.63 -0.31  -0.9360
C -1.72 -3.68 -1.69  0.5542
C -0.77 -3.05 -2.49  -0.1159
C 0.29 -2.39 -1.90  -0.8781
H 1.03 -1.90 -2.51  0.4116
H -0.87 -3.07 -3.56  0.5164
O -2.84 -4.29 -2.20  -0.4756
C -2.78 -4.95 -3.40  0.4480
C -1.66 -5.64 -3.84  -0.1409
C -1.70 -6.33 -5.03  -0.6005
C -2.86 -6.35 -5.79  -0.5004
C -3.98 -5.68 -5.35  -0.4431
C -3.95 -4.98 -4.16  -0.5805
H -4.82 -4.45 -3.80  0.4037
H -4.89 -5.70 -5.93  0.3751
H -2.88 -6.90 -6.73  0.3792
H -0.82 -6.87 -5.36  0.3602
H -0.76 -5.64 -3.24  0.4672
H -2.35 -4.12 0.30  0.4408
H -0.45 -2.96 1.35  0.5583
C 4.92 -0.75 -0.01  -0.9127
H 5.17 0.30 -0.20  0.3124
H 5.53 -1.12 0.81  0.3064
H 5.12 -1.33 -0.91  0.3157
H 3.31 0.34 2.01  0.5654
H 0.52 -0.75 3.08  0.3987
H -0.55 -0.69 1.66  0.4449
H -1.55 1.33 3.03  0.3721
H -0.24 1.04 4.19  0.4182
H 0.68 3.29 3.78  0.3389
H -1.02 3.39 4.29  0.4149
H -1.73 3.65 1.93  0.3513
H 2.11 7.18 0.98  0.2872
H 1.61 8.72 1.68  0.4056
H 0.41 7.67 0.91  0.3073

Relative energy (zero: lowest compared OMol25 entry of this formula, charge and spin): 291.7 kJ/mol
2S+1: 1
Max |F|: 0.8 eV/Å
Orbital gap: 8.743 eV